# 1
Computed, not measured: 2 unconnected molecules or ions with the total composition C4H7N2P in a non-equilibrium geometry, with ωB97M-V/def2-TZVPD.

Each line ends with the natural charge from an NBO analysis.
CARTESIAN COORDINATES (ANGSTROEM)
C 3.04372 0.39409 -0.05442  -0.09
C 2.55278 -0.94145 -0.12272  -0.12
C 0.94062 0.48363 -0.04267  0.42
C -1.58583 1.19673 -0.16658  -0.62
N 1.96577 1.26444 -0.04098  -0.53
N 1.15121 -0.83897 -0.12620  -0.61
P -1.95031 -0.50815 -0.06542  0.29
H 4.12115 0.60182 -0.00969  0.21
H 3.07352 -1.81654 -0.02030  0.21
H -1.71933 1.47340 -1.14672  0.21
H -1.45985 1.69172 0.73202  0.23
H 0.31621 -1.31634 -0.18032  0.43
H -3.15658 -0.38688 -0.69359  -0.02
H -2.73042 -0.60011 1.23496  -0.01

ΔE to the lowest compared entry with this formula, charge and spin ... 475.17 kJ/mol
Largest force on an atom ... 4.0 eV/Å
HOMO (spin up / spin down) ... -8.5 / -8.7 eV
DFT total energy ... -607.278326 Ha
HOMO-LUMO gap (spin up / spin down) ... 8.0 / 8.4 eV

=====

# 2
Computed, not measured: a gas-phase ion, C4H7N2S (charge +1) in a non-equilibrium geometry, with ωB97M-V/def2-TZVPD.

Each line ends with the natural charge from an NBO analysis.
CARTESIAN COORDINATES (ANGSTROEM)
C 0.75562 -0.52191 1.96803  -0.38
C 1.60013 0.18705 2.51783  -0.05
C -0.64491 0.11072 -1.36427  0.36
C 0.60413 -1.28710 0.29490  -0.02
N -0.81161 1.30254 -1.87768  -0.71
N 0.18530 -0.02022 -0.34744  -0.58
S -0.48011 -2.56484 -0.12707  0.09
H -0.22957 -0.86646 2.36750  0.28
H 0.29173 -3.58020 0.19496  0.18
H 2.51831 0.72834 2.67043  0.25
H -1.14073 -0.80673 -1.83961  0.26
H -1.31736 1.38928 -2.76335  0.45
H -0.25615 2.00125 -1.36247  0.43
H 0.65822 0.70394 0.11942  0.44

ΔE to the lowest compared entry with this formula, charge and spin ... 570.11 kJ/mol
Largest force on an atom ... 3.9 eV/Å
HOMO (spin up / spin down) ... -12.1 / -12.3 eV
DFT total energy ... -663.857530 Ha
Net charge ... +1
HOMO-LUMO gap (spin up / spin down) ... 7.3 / 7.2 eV

=====

# 3
Computed, not measured: a gas-phase ion, C4H7N2S (charge +1) in a non-equilibrium geometry, with ωB97M-V/def2-TZVPD.

Each line ends with the natural charge from an NBO analysis.
CARTESIAN COORDINATES (ANGSTROEM)
N 2.57763 -0.81420 0.05439  -0.77
C 1.29640 -0.85167 0.12526  0.75
N 0.18666 -1.23711 0.24347  -0.29
C -1.09986 -0.90819 -0.10340  -0.26
C -1.36681 0.59857 0.22781  -0.51
C -0.51108 1.68081 -0.15495  -0.18
S 1.10447 1.78827 -0.12562  0.08
H 3.14859 -0.29083 0.72191  0.46
H 2.93931 -1.08659 -0.82938  0.45
H -1.83915 -1.63666 0.38844  0.26
H -1.34040 -1.08721 -1.26039  0.26
H -2.42792 0.68273 -0.23657  0.26
H -1.59947 0.67811 1.27067  0.28
H -1.06839 2.48396 -0.32162  0.20

ΔE to the lowest compared entry with this formula, charge and spin ... 286.63 kJ/mol
Largest force on an atom ... 5.2 eV/Å
HOMO ... -13.2 eV
DFT total energy ... -663.965499 Ha
Net charge ... +1
SMILES ... [NH2+]=C=NCCC=S
HOMO-LUMO gap ... 8.6 eV

=====

# 4
Computed, not measured: a molecular structure, C4H7N2S in a non-equilibrium geometry, with ωB97M-V/def2-TZVPD.

Each line ends with the natural charge from an NBO analysis.
CARTESIAN COORDINATES (ANGSTROEM)
C 0.47698 0.76513 -0.57706  -0.27
C -0.99312 0.94953 -0.56101  -0.30
C 1.13324 -0.33641 -0.36708  0.45
C -1.64719 0.77920 0.77983  -0.60
N -0.36748 -1.39545 0.03108  -1.00
N 2.27744 -0.83649 -0.04632  -0.78
S -1.78372 -0.68993 -0.19373  1.09
H 0.95940 1.65433 -0.83866  0.27
H -1.46481 1.62926 -1.24804  0.27
H -0.87492 0.91414 1.56886  0.27
H -2.44683 1.45691 1.10807  0.29
H -0.22316 -2.38446 -0.11119  0.43
H 2.32578 -0.77278 0.98859  0.43
H 2.62841 -1.73298 -0.53335  0.44

ΔE to the lowest compared entry with this formula, charge and spin ... 367.50 kJ/mol
Largest force on an atom ... 4.5 eV/Å
HOMO ... -13.9 eV
DFT total energy ... -663.934697 Ha
Net charge ... +1
HOMO-LUMO gap ... 10.4 eV

=====

# 5
Computed, not measured: a gas-phase ion, C4H7N2S2 (charge +1) in a non-equilibrium geometry, with ωB97M-V/def2-TZVPD.

Each line ends with the natural charge from an NBO analysis.
CARTESIAN COORDINATES (ANGSTROEM)
C 2.11215 -0.94066 0.46654  -0.67
C 0.98988 -0.03393 0.12551  0.17
C 1.04826 1.30300 -0.25963  -0.06
N -0.27311 1.63107 -0.68654  -0.50
C -1.05126 0.62960 -0.39334  0.33
S -2.92253 0.72856 -0.19778  0.19
S -3.31703 -1.19907 0.56193  -0.06
N -0.35650 -0.36646 0.06637  -0.51
H 3.02563 -0.39628 0.24208  0.26
H 2.24889 -1.03228 1.54462  0.26
H 2.04784 -1.87903 -0.11850  0.26
H 1.76671 2.03893 -0.22585  0.25
H -0.52580 2.51388 -1.17738  0.47
H -3.97841 -1.77394 -0.35866  0.15
H -0.81472 -1.22339 0.41061  0.46

ΔE to the lowest compared entry with this formula, charge and spin ... 26.00 kJ/mol
Largest force on an atom ... 4.1 eV/Å
HOMO ... -13.3 eV
DFT total energy ... -1062.258588 Ha
Net charge ... +1
SMILES ... Cc1c[nH+]c(SS)[nH]1
HOMO-LUMO gap ... 9.4 eV

=====

# 6
Computed, not measured: C4H7N3 in the gas phase, with ωB97M-V/def2-TZVPD.

Each line ends with the natural charge from an NBO analysis.
CARTESIAN COORDINATES (ANGSTROEM)
C -2.16132 0.35437 -0.20557  -0.64
C -0.88666 -0.33779 0.23500  -0.35
N 0.24068 0.52719 0.36400  -0.47
C 1.41986 -0.06973 0.15957  0.29
N 1.32775 -1.39069 0.02559  -0.76
C 2.61548 0.70723 -0.02084  0.21
N 3.58156 1.32829 -0.15788  -0.26
H -2.03650 0.85357 -1.17451  0.20
H -2.55087 1.10068 0.50706  0.19
H -2.94863 -0.39690 -0.33395  0.23
H 0.14937 -1.40791 -0.31126  0.35
H -1.00492 -0.97027 1.12062  0.20
H 0.16381 1.53364 0.27092  0.41
H 2.09038 -1.83167 -0.47876  0.39

ΔE to the lowest compared entry with this formula, charge and spin ... 249.79 kJ/mol
Largest force on an atom ... 0.9 eV/Å
HOMO (spin up / spin down) ... -7.7 / -7.7 eV
DFT total energy ... -320.788161 Ha
HOMO-LUMO gap (spin up / spin down) ... 8.0 / 8.0 eV

=====

# 7
Computed, not measured: 2 unconnected molecules or ions with the total composition C4H7N3 in a non-equilibrium geometry, with ωB97M-V/def2-TZVPD.

Each line ends with the natural charge from an NBO analysis.
CARTESIAN COORDINATES (ANGSTROEM)
C -2.04700 0.25901 -0.30819  -0.72
C -1.39058 -0.74391 0.52930  0.10
N 0.43267 0.64979 0.58873  -0.77
C 1.43689 0.01283 -0.00613  0.31
N 1.28605 -1.17069 -0.50198  -0.75
C 2.73309 0.72111 -0.11870  0.22
N 3.76083 1.24849 -0.22661  -0.31
H -1.32131 0.24210 -1.12618  0.29
H -2.05278 1.25141 0.13144  0.24
H -3.01397 -0.05291 -0.72654  0.24
H -1.49460 -1.76106 0.12148  0.21
H -1.16341 -0.69787 1.57377  0.22
H 0.71855 1.50427 1.07683  0.38
H 2.11557 -1.46259 -1.00723  0.35

ΔE to the lowest compared entry with this formula, charge and spin ... 392.68 kJ/mol
Largest force on an atom ... 1.4 eV/Å
HOMO (spin up / spin down) ... -8.6 / -8.6 eV
DFT total energy ... -320.733736 Ha
HOMO-LUMO gap (spin up / spin down) ... 7.3 / 7.3 eV

=====

# 8
Computed, not measured: C4H7N3 in the gas phase, with ωB97M-V/def2-TZVPD.

Each line ends with the natural charge from an NBO analysis.
CARTESIAN COORDINATES (ANGSTROEM)
N 2.47322 -0.40436 -0.24818  -0.81
C 1.12952 0.00737 -0.10568  0.09
C 0.66111 1.29883 -0.06766  -0.16
N -0.71777 1.23736 0.01424  -0.51
C -1.12386 -0.06267 0.03078  0.29
N -2.49818 -0.35967 0.18445  -0.84
C -0.00324 -0.85775 -0.04827  -0.38
H 3.09604 0.07095 0.39341  0.37
H 2.56724 -1.40144 -0.09869  0.37
H 1.18470 2.24128 -0.13253  0.21
H -1.33788 2.00848 0.19652  0.41
H -2.97595 -0.44087 -0.70883  0.37
H -2.60859 -1.24468 0.66536  0.37
H 0.00750 -1.94075 -0.08105  0.21

ΔE to the lowest compared entry with this formula, charge and spin ... 2.89 kJ/mol
Largest force on an atom ... 0.3 eV/Å
HOMO ... -7.3 eV
DFT total energy ... -320.882201 Ha
SMILES ... Nc1c[nH]c(N)c1
HOMO-LUMO gap ... 8.4 eV

=====

# 9
Computed, not measured: C4H7N3 in the gas phase in a non-equilibrium geometry, with ωB97M-V/def2-TZVPD.

Each line ends with the natural charge from an NBO analysis.
CARTESIAN COORDINATES (ANGSTROEM)
N 2.50552 -0.45841 0.39646  -0.81
C 1.16393 -0.08728 0.14422  0.10
C 0.75068 1.20242 -0.12710  -0.15
N -0.63620 1.23488 -0.22115  -0.53
C -1.07737 -0.05594 -0.07085  0.27
N -2.36611 -0.57804 0.03034  -0.88
C -0.04097 -0.88684 0.18163  -0.37
H 3.16972 0.10160 -0.12966  0.37
H 2.67354 -1.43374 0.19441  0.37
H 1.32554 2.11885 -0.21642  0.20
H -1.12954 1.94047 -0.74429  0.41
H -2.89554 -0.83685 -0.77848  0.38
H -2.84708 -0.48081 0.90508  0.38
H -0.58601 -1.82124 0.38138  0.25

ΔE to the lowest compared entry with this formula, charge and spin ... 93.80 kJ/mol
Largest force on an atom ... 2.2 eV/Å
HOMO ... -7.4 eV
DFT total energy ... -320.847574 Ha
SMILES ... Nc1c[nH]c(N)c1
HOMO-LUMO gap ... 8.5 eV

=====

# 10
Computed, not measured: C4H7N3 in the gas phase, with ωB97M-V/def2-TZVPD.

Each line ends with the natural charge from an NBO analysis.
CARTESIAN COORDINATES (ANGSTROEM)
C 2.22738 0.19773 0.25692  -0.41
N 1.21512 0.15023 -0.78147  -0.61
C -0.12370 0.04567 -0.43321  0.30
C -0.69352 -0.72946 0.61186  -0.40
C -2.04684 -0.51886 0.48571  -0.03
N -2.21591 0.30654 -0.56683  -0.34
N -1.05070 0.67588 -1.14120  -0.33
H 1.78728 -0.06083 1.22408  0.20
H 3.04196 -0.50830 0.05885  0.19
H 2.66549 1.19873 0.35946  0.19
H 1.34423 0.83136 -1.51632  0.39
H -0.18972 -1.36580 1.32506  0.23
H -2.88482 -0.89303 1.05713  0.22
H -3.07625 0.67014 -0.94003  0.41

ΔE to the lowest compared entry with this formula, charge and spin ... 47.70 kJ/mol
Largest force on an atom ... 0.3 eV/Å
HOMO ... -7.9 eV
DFT total energy ... -320.865132 Ha
SMILES ... CNc1cc[nH]n1
HOMO-LUMO gap ... 9.0 eV

=====

# 11
Computed, not measured: C4H7N3 in the gas phase, with ωB97M-V/def2-TZVPD.

Each line ends with the natural charge from an NBO analysis.
CARTESIAN COORDINATES (ANGSTROEM)
C 2.12943 0.02727 0.14794  -0.41
N 1.05468 0.25976 -0.80618  -0.61
C -0.24597 0.09089 -0.33807  0.33
C -0.71880 -0.44105 0.84240  -0.43
C -2.13182 -0.39698 0.71196  -0.03
N -2.51348 0.14067 -0.41415  -0.28
N -1.36491 0.47408 -1.05855  -0.39
H 2.10930 -1.01952 0.46779  0.20
H 3.08958 0.20697 -0.34450  0.21
H 2.06599 0.66256 1.04572  0.18
H 1.17758 1.10918 -1.34067  0.38
H -0.15912 -0.79581 1.69374  0.23
H -2.89324 -0.74549 1.39308  0.20
H -1.53154 0.43207 -2.04303  0.41

ΔE to the lowest compared entry with this formula, charge and spin ... 63.75 kJ/mol
Largest force on an atom ... 1.0 eV/Å
HOMO ... -8.2 eV
DFT total energy ... -320.859017 Ha
SMILES ... CNc1ccn[nH]1
HOMO-LUMO gap ... 9.1 eV

=====

# 12
Computed, not measured: C4H7N3 in the gas phase, with ωB97M-V/def2-TZVPD.

Each line ends with the natural charge from an NBO analysis.
CARTESIAN COORDINATES (ANGSTROEM)
N 2.45181 -0.44122 0.34038  -0.80
C 1.08956 -0.33536 0.19280  0.22
C 0.05494 -1.16223 -0.06497  -0.36
C -0.90832 0.02395 -0.12195  0.24
N -2.23672 0.17786 0.36298  -0.83
N -0.42985 0.95535 -1.16387  -0.58
C 0.22679 0.90905 0.17782  -0.17
H 2.97627 0.38170 0.07951  0.39
H 2.86469 -1.29456 -0.01033  0.38
H -0.00845 -2.18569 -0.42086  0.21
H -2.89956 -0.20538 -0.30505  0.36
H -2.34733 -0.34779 1.22523  0.37
H -1.06813 1.75718 -1.13220  0.35
H 0.23430 1.76716 0.84050  0.22

ΔE to the lowest compared entry with this formula, charge and spin ... 270.82 kJ/mol
Largest force on an atom ... 0.4 eV/Å
HOMO ... -7.8 eV
DFT total energy ... -320.780150 Ha
SMILES ... NC1=C[C@]2(N)N[C@H]12
HOMO-LUMO gap ... 8.9 eV